# 1
Computed, not measured: 2 unconnected molecules or ions with the total composition C4H11NO in a non-equilibrium geometry, with ωB97M-V/def2-TZVPD.

```
17
Properties=species:S:1:pos:R:3:forces:R:3
C 1.095852 0.279067 -2.881993 0.6109 0.5272 0.2618
C 0.690586 -0.026452 -1.437687 0.0247 0.4745 0.3378
C 0.380643 1.208146 -0.579654 0.6163 -0.7964 0.4072
C 0.253010 1.045840 0.740706 -1.1778 1.0097 -0.2727
N 0.166556 2.085206 1.682472 -0.5654 -0.3139 -1.2309
H 2.173232 0.140032 -3.007413 -0.1179 -0.1866 -0.1460
H 0.939814 1.336056 -3.115161 -0.2582 -0.1214 -0.0859
H 0.568940 -0.328902 -3.607579 -0.0342 -0.0581 -0.1108
H -0.091776 -0.778022 -1.443697 -0.3594 0.0597 0.1889
H 1.522149 -0.457304 -0.875456 0.0526 -0.4029 -0.4875
H 0.599901 2.191712 -0.981111 -0.0650 0.0174 -0.0887
H -0.073019 0.076664 1.114524 0.7371 -0.2305 0.1415
H -0.266847 2.959602 1.442705 0.3492 -0.0612 0.1218
H 0.582696 1.951710 2.561271 0.1867 0.0810 0.9647
H -3.145649 -3.356376 2.944586 0.1531 -0.5438 0.7081
H -2.303027 -4.436778 3.679678 -0.1141 0.1455 -0.1037
O -3.093062 -3.890199 3.763808 -0.0387 0.3998 -0.6054
```
Forces are in eV/Å.

Calculated values
- energy above the lowest of the compared OMol25 structures with the same formula, charge and spin (kJ/mol) = 175.97
- F_max (eV/A) = 1.58
- 2S+1 = 1
- HOMO (eV) = -8.013
- orbital gap (eV) = 8.7382
- total energy (eV) = -7862.7298

Here are the natural (NBO) charges for atoms 1 to 4, given in e: -0.607, -0.434, -0.258, -0.007


# 2
Computed, not measured: a single C2H6INO2S molecule in a non-equilibrium geometry, with ωB97M-V/def2-TZVPD.

```
13
Properties=species:S:1:pos:R:3:forces:R:3
C -0.972992 0.957142 0.668746 0.8564 -3.7343 0.2111
C -0.895546 -0.345430 -0.242252 0.7817 0.4343 0.2052
N 1.941695 -0.649978 -1.263145 -1.8119 -0.8865 1.2936
O 0.978718 -1.476334 1.125154 0.7197 -0.0302 0.7602
O 0.046432 1.839156 0.362480 -0.5709 0.9447 -0.4518
S 0.831742 -1.143395 -0.258390 -1.2390 -1.1409 -3.8878
I 3.384924 0.344622 -0.340679 1.1257 0.9642 0.4084
H -1.983650 1.280786 0.641575 -0.8792 0.9687 -0.4013
H -0.851355 0.568541 1.675907 0.3792 0.2832 0.2802
H -1.340789 -0.157801 -1.245528 0.6556 -0.5046 0.5356
H -1.281745 -1.233793 0.275472 -0.8330 0.4690 -0.2678
H -0.336178 2.384159 -0.336428 0.6517 0.2883 -0.0465
H 0.478749 -2.367678 -1.062912 0.1640 1.9443 1.3607
```
Forces are in eV/Å.

Calculated values
- energy above the lowest of the compared OMol25 structures with the same formula, charge and spin (kJ/mol) = 225.15
- F_max (eV/A) = 4.24
- 2S+1 = 1
- HOMO (eV) = -8.335
- orbital gap (eV) = 8.5516
- total energy (eV) = -26688.2342

Here are the natural (NBO) charges for atoms 1 to 4, given in e: -0.079, -0.621, -1.088, -0.922


# 3
Computed, not measured: a molecular structure, C3H8NO in a non-equilibrium geometry, with ωB97M-V/def2-TZVPD.

```
13
Properties=species:S:1:pos:R:3:forces:R:3
C -2.285396 -0.066158 0.285683 5.7906 -0.3741 1.6957
C -0.515307 0.668343 -0.126035 -3.2203 -0.0964 0.4181
C 1.805288 -0.053525 -0.061236 0.9680 0.3259 0.2202
N 0.391947 -0.469542 -0.230061 -0.0358 -0.5619 -0.1325
O -3.402863 -0.101665 -0.142944 -2.6561 0.6709 -1.9319
H -0.553159 1.264631 -1.026800 -0.1319 -0.0919 -0.1547
H -2.020584 -0.567289 1.231182 -0.1334 0.3487 -0.0245
H -0.331749 1.251789 0.766408 0.0638 -0.1031 0.0773
H 2.110364 0.564525 -0.899839 -0.0861 -0.0119 -0.0943
H 1.908612 0.527331 0.854237 -0.1399 -0.0789 -0.0165
H 2.452191 -0.924981 0.006532 -0.1404 -0.0899 -0.1019
H 0.159378 -1.168046 0.488570 -0.1117 0.0906 -0.2582
H 0.281272 -0.925413 -1.145701 -0.1666 -0.0282 0.3030
```
Forces are in eV/Å.

Calculated values
- energy above the lowest of the compared OMol25 structures with the same formula, charge and spin (kJ/mol) = 45.94
- F_max (eV/A) = 6.05
- 2S+1 = 3
- net charge = +1
- HOMO (alpha / beta) (eV) = -10.795 / -17.605
- orbital gap (alpha / beta) (eV) = 7.0692 / 10.3575
- total energy (eV) = -6765.5980

Here are the natural (NBO) charges for atoms 1 to 4, given in e: -0.038, -0.151, -0.434, -0.537


# 4
Computed, not measured: 2 unconnected molecules or ions with the total composition C5H16NO in a non-equilibrium geometry, with ωB97M-V/def2-TZVPD.

```
23
Properties=species:S:1:pos:R:3:forces:R:3
C 1.461738 -1.693557 -0.147320 -1.4833 0.7390 -0.1931
C 0.984896 -0.315387 0.334306 0.6942 0.6787 1.2274
C 0.518264 0.739297 -0.655966 0.2050 0.1756 -1.3337
C 1.575067 0.824640 -1.798629 -0.7329 -0.7096 0.7195
C -0.882533 0.558382 -1.280944 1.0306 -0.8179 0.2109
N -0.081548 -0.519720 1.410605 0.2571 -0.8485 0.4586
H 2.490604 -1.676832 -0.480163 0.0791 0.0140 0.0010
H 0.796175 -1.963152 -0.972885 0.2856 -0.4397 -0.0068
H 1.322618 -2.398830 0.670226 0.2944 -0.2509 -0.1130
H 1.790556 0.138591 0.916563 0.1184 0.0111 -0.0973
H 0.486619 1.739168 -0.210014 0.2443 -0.2787 0.5631
H 1.164173 1.504644 -2.538107 0.5244 0.2128 -0.1373
H 1.688002 -0.162006 -2.252617 -0.1615 0.0822 -0.2126
H 2.561850 1.076368 -1.418706 0.0043 0.5061 -0.1287
H -1.127686 1.509458 -1.737507 -0.4449 0.0014 -0.0286
H -1.607500 0.239197 -0.534478 -0.3429 0.3149 -0.1299
H -0.838504 -0.206718 -2.060201 -0.1737 0.0547 -0.0206
H -0.842646 -1.101132 1.061545 -0.4022 0.3892 -0.0887
H -0.455600 0.323519 1.844691 -0.4031 0.2961 -0.5591
H 0.286702 -1.043558 2.207987 0.3175 -0.1060 -0.1794
H -3.469777 0.150538 2.341156 0.4906 0.0015 -0.2338
H -3.252958 1.183926 1.261798 0.4870 -0.4403 0.1545
O -2.788168 0.448054 1.709288 -0.8881 0.4144 0.1275
```
Forces are in eV/Å.

Calculated values
- energy above the lowest of the compared OMol25 structures with the same formula, charge and spin (kJ/mol) = 37.80
- F_max (eV/A) = 1.67
- 2S+1 = 1
- net charge = +1
- HOMO (eV) = -15.254
- orbital gap (eV) = 12.0650
- total energy (eV) = -8976.1232

Here are the natural (NBO) charges for atoms 1 to 4, given in e: -0.634, -0.022, -0.241, -0.599


# 5
Computed, not measured: a single C16H15FN4O3 molecule, with ωB97M-V/def2-TZVPD.

```
39
Properties=species:S:1:pos:R:3:forces:R:3
C -4.503897 -1.106113 -1.070297 -0.3975 -0.0564 0.0056
H -5.105175 -0.473044 -0.414542 0.0249 -0.0353 -0.0674
H -5.065367 -2.015956 -1.289251 0.0287 0.0972 -0.0145
H -4.253380 -0.582074 -1.989077 0.0063 -0.0102 0.0353
O -3.268424 -1.428269 -0.444587 0.3065 0.0787 -0.1675
C -3.346071 -2.179204 0.655343 0.0954 -0.0943 0.2589
O -4.377207 -2.562806 1.137450 -0.0328 -0.0352 -0.0074
C -1.971234 -2.509666 1.215225 -0.0021 -0.1443 -0.0818
N -0.932938 -1.594648 0.829288 -0.1759 -0.0127 0.2152
C 0.007997 -1.947544 -0.086690 -0.0363 0.1110 0.2679
O 0.048783 -3.055543 -0.584779 0.0982 -0.2306 -0.1644
C 1.029210 -0.920421 -0.361224 0.5109 0.2141 -0.2614
C 2.338404 -1.227317 -0.685987 -0.4509 -0.0132 0.0478
N 3.002712 -0.067673 -0.803600 -0.3815 -0.5700 0.0294
N 2.214193 0.979115 -0.575110 -0.1057 0.8359 -0.0156
C 1.007258 0.500116 -0.310761 0.4961 -0.5828 -0.1261
C -0.105525 1.414900 -0.075143 -0.2148 0.2893 0.0371
C 0.112542 2.597114 0.630549 -0.1081 -0.1564 -0.0519
C -0.920077 3.488522 0.847076 -0.2158 0.0955 -0.0372
C -2.172806 3.189454 0.341357 0.0584 -0.0791 -0.0329
C -2.414137 2.032858 -0.378223 -0.1235 0.2086 0.1144
C -1.374438 1.146531 -0.586832 0.2473 0.1199 0.0441
H -1.543242 0.247109 -1.158317 -0.0351 -0.0635 -0.0351
H -3.400338 1.843004 -0.770550 -0.1244 0.0017 -0.0337
F -3.188237 4.053243 0.550177 0.1223 -0.0977 -0.0233
H -0.767936 4.404558 1.395511 -0.0108 0.0918 0.0561
H 1.101414 2.805864 1.006664 0.0901 0.0295 0.0582
C 4.396559 0.135516 -1.082910 0.3756 0.2846 0.0071
H 4.826019 -0.812133 -1.415206 -0.0894 0.1276 0.0200
H 4.489030 0.879224 -1.880105 -0.0100 -0.1663 0.0857
C 5.126170 0.655423 0.167599 -0.0274 0.3410 -0.5409
C 5.081075 -0.320797 1.227868 0.0414 0.0256 0.1003
N 5.028165 -1.109294 2.052569 -0.0355 -0.4796 0.4650
H 4.636916 1.570850 0.511460 0.1034 -0.0396 -0.0882
H 6.169495 0.874908 -0.070110 -0.0827 0.0559 -0.0038
H 2.803300 -2.182548 -0.817203 0.1311 -0.2142 -0.0351
H -0.975024 -0.646621 1.166979 0.1227 -0.0631 -0.0320
H -1.682983 -3.489529 0.811822 -0.1340 0.1451 0.1573
H -2.050814 -2.587099 2.303586 -0.0651 -0.0086 -0.1853
```
Forces are in eV/Å.

Calculated values
- energy above the lowest of the compared OMol25 structures with the same formula, charge and spin (kJ/mol) = 0.00
- F_max (eV/A) = 0.84
- 2S+1 = 1
- HOMO (eV) = -8.997
- orbital gap (eV) = 9.5055
- total energy (eV) = -31656.1449

Here are the natural (NBO) charges for atoms 1 to 4, given in e: -0.264, 0.194, 0.203, 0.194


# 6
Computed, not measured: 2 unconnected molecules or ions with the total composition C3H10NS in a non-equilibrium geometry, with ωB97M-V/def2-TZVPD.

```
15
Properties=species:S:1:pos:R:3:forces:R:3
C 2.096324 0.499052 0.674059 0.0885 0.1822 1.7323
N 2.480640 -0.189020 -0.537091 -1.0856 -2.2181 0.4422
H 2.717387 0.092535 1.501862 -0.2628 0.2524 -0.1946
H 2.305293 1.570807 0.648052 0.0171 0.0015 -0.2667
H 1.033470 0.383064 0.990732 0.6782 0.1415 -0.3626
H 2.163386 -1.219330 -0.281610 0.7138 2.6032 -1.5325
H 1.833547 0.193589 -1.260266 0.1575 -0.9469 0.3650
C -2.518376 -0.485119 -0.143866 -2.0522 -0.4463 -1.3283
C -1.172953 0.135457 -0.176726 0.8732 -0.5279 2.3113
S -0.540076 0.577313 -1.750668 0.2669 0.2454 -1.1580
H -2.920456 -0.755865 0.852073 0.5500 -0.2531 -0.2432
H -3.318768 0.161899 -0.576665 0.6292 -0.1240 0.0857
H -2.447373 -1.337680 -0.858909 -0.4330 0.1074 0.7610
H -1.163311 0.974277 0.508551 -0.0819 0.6654 0.1743
H -0.548737 -0.600982 0.410466 -0.0588 0.3172 -0.7861
```
Forces are in eV/Å.

Calculated values
- energy above the lowest of the compared OMol25 structures with the same formula, charge and spin (kJ/mol) = 107.94
- F_max (eV/A) = 3.10
- 2S+1 = 1
- net charge = -1
- HOMO (eV) = -2.508
- orbital gap (eV) = 6.7877
- total energy (eV) = -15598.6825

Here are the natural (NBO) charges for atoms 1 to 4, given in e: -0.408, -0.867, 0.151, 0.175


# 7
Computed, not measured: a molecular structure, C6H13FN3 in a non-equilibrium geometry, with ωB97M-V/def2-TZVPD.

```
23
Properties=species:S:1:pos:R:3:forces:R:3
C -0.158065 0.139333 0.014132 -1.8320 0.9586 1.4619
C -3.657579 1.006943 1.241848 3.0727 -0.4242 1.5918
C -3.887054 -0.491748 1.044584 0.7713 -0.0843 -1.0171
C -3.191370 0.312401 0.012572 2.8278 0.6918 1.2579
C -1.377596 -0.887812 -1.487076 -0.9794 -1.0583 -0.6043
C 4.305846 0.379411 -0.323795 3.7514 1.0512 -2.2843
N 0.977504 0.267853 0.237926 -1.7878 -0.3394 -0.3412
N -1.441676 -0.105046 -0.221478 -0.0366 0.0596 -0.6825
N 3.389878 0.721204 0.733396 -1.9786 1.3836 2.1254
F -3.631068 0.578037 -1.203721 0.1206 -0.3292 0.3851
H -4.399429 1.785771 1.336657 -0.2318 -0.1899 -0.4782
H -2.785161 1.133928 1.993604 -1.5870 0.0448 -1.3386
H -3.438635 -1.294205 1.636225 0.0930 0.6440 -0.1270
H -4.776768 -0.762523 0.570830 -1.8219 -0.5352 -0.1259
H -0.483159 -1.590876 -1.373311 -1.3551 0.8095 -0.6457
H -2.370739 -1.518312 -1.482364 2.1223 1.1429 -0.6669
H -1.249766 -0.147824 -2.373210 -0.4465 -1.7123 1.2562
H 4.253761 1.042289 -1.288546 -0.3794 -0.9541 2.1297
H 5.410867 0.472874 0.017292 -1.8088 0.1802 -0.3878
H 4.309408 -0.646067 -0.718507 -0.9324 0.1109 0.6261
H 2.159662 0.349551 0.566964 1.1853 0.3518 -0.3622
H 3.660737 0.370433 1.677771 0.1079 0.2819 -1.1198
H 3.164445 1.770626 0.883445 1.1248 -2.0841 -0.6523
```
Forces are in eV/Å.

Calculated values
- energy above the lowest of the compared OMol25 structures with the same formula, charge and spin (kJ/mol) = 420.09
- F_max (eV/A) = 4.52
- 2S+1 = 1
- net charge = +1
- HOMO (eV) = -13.338
- orbital gap (eV) = 10.4031
- total energy (eV) = -13609.7804

Here are the natural (NBO) charges for atoms 1 to 4, given in e: 0.674, -0.460, -0.456, 0.638


# 8
Computed, not measured: a molecular structure, C5H5NaO6 in a non-equilibrium geometry, with ωB97M-V/def2-TZVPD.

```
17
Properties=species:S:1:pos:R:3:forces:R:3
C 0.804346 -0.924342 4.055652 0.1051 -0.7385 0.2750
C 1.297323 -0.258821 2.760908 1.8011 0.5958 1.1497
O 2.133084 -0.834862 2.085857 -0.9873 0.0105 -0.5907
O 0.740180 -0.293079 5.072367 -0.0984 0.0327 -0.8676
H 0.740502 -2.030993 4.010835 -0.1714 0.2112 0.0425
H 1.235981 0.846923 2.760569 -0.5505 -0.1313 -0.4099
C -0.514834 -0.128742 -1.419035 -1.0782 -0.4035 1.2156
C -0.607637 1.367052 -1.877852 -0.0776 0.2458 0.0081
O -1.623043 1.321000 -2.861001 0.5442 1.0468 0.3320
C -2.108622 0.090815 -3.029702 -1.3596 -0.7446 -1.5378
O -1.487566 -0.776012 -2.207894 0.3703 -0.4152 0.8238
O -2.948083 -0.212437 -3.818656 0.7459 0.3341 0.8271
O 0.679991 -0.641614 -1.570506 0.9402 -0.0917 0.3908
H 0.340678 1.697484 -2.312914 -0.2424 -0.0344 0.0123
H -0.903119 2.016606 -1.049158 0.0386 -0.0955 -0.2141
Na 3.028186 -1.003641 -0.319306 -0.3663 0.0116 0.2280
H -0.807368 -0.235337 -0.280164 0.3866 0.1665 -1.6847
```
Forces are in eV/Å.

Calculated values
- energy above the lowest of the compared OMol25 structures with the same formula, charge and spin (kJ/mol) = 83.66
- F_max (eV/A) = 2.22
- 2S+1 = 2
- net charge = +1
- HOMO (alpha / beta) (eV) = -14.042 / -14.041
- orbital gap (alpha / beta) (eV) = 9.2964 / 7.0355
- total energy (eV) = -21958.4638

Here are the natural (NBO) charges for atoms 1 to 4, given in e: 0.326, 0.368, -0.585, -0.402